{"formula": "C40H41N6O9PZr", "method": "wB97M-V/def2-TZVPD", "e_homo_ev": -7.661, "energy_ha": -2943.27317, "homo_lumo_gap_ev": 7.07, "species": ["Zr", "O", "C", "C", "C", "C", "C", "C", "C", "N", "C", "C", "N", "H", "H", "H", "H", "H", "H", "H", "C", "C", "C", "C", "C", "C", "C", "C", "C", "C", "C", "C", "C", "C", "C", "N", "H", "H", "H", "H", "H", "H", "H", "H", "H", "H", "O", "C", "O", "C", "C", "C", "N", "C", "C", "C", "O", "O", "H", "H", "H", "C", "N", "C", "C", "C", "N", "C", "C", "O", "H", "H", "H", "H", "H", "H", "H", "H", "H", "H", "H", "H", "C", "O", "P", "O", "C", "O", "C", "H", "H", "H", "H", "H", "H", "H", "H", "H"], "coordinates": [[-0.20755, -0.06702, -0.34265], [-1.87202, 1.01382, -0.46048], [-3.17823, 0.96739, -0.55578], [-3.92811, 2.14346, -0.37229], [-5.29653, 2.15566, -0.51865], [-5.97525, 0.98915, -0.86262], [-5.26576, -0.18265, -1.01089], [-3.87756, -0.22669, -0.83733], [-3.15716, -1.48651, -0.95447], [-1.85525, -1.66773, -1.15948], [-1.67102, -3.02835, -1.27556], [-2.85268, -3.67279, -1.11300], [-3.78400, -2.68710, -0.90878], [-3.37645, 3.04070, -0.11751], [-5.84742, 3.07640, -0.37683], [-7.04593, 0.99985, -1.01298], [-5.79859, -1.08225, -1.29648], [-0.71606, -3.45953, -1.50814], [-3.10624, -4.71709, -1.12514], [-4.76068, -2.83040, -0.72786], [-1.92633, -0.89384, 3.77321], [-0.94178, -1.71064, 4.31105], [-0.00660, -2.28398, 3.47103], [-0.03592, -2.02075, 2.09682], [-0.92628, -1.07775, 1.54288], [-1.88225, -0.56373, 2.42712], [0.81999, -2.78240, 1.17161], [1.39112, -4.01149, 1.59513], [2.11743, -4.76787, 0.73468], [2.30846, -4.31632, -0.58784], [3.04878, -5.04654, -1.54029], [3.19303, -4.58095, -2.81623], [2.57506, -3.37478, -3.19124], [1.83454, -2.65813, -2.29234], [1.69341, -3.09342, -0.95564], [0.95022, -2.34939, -0.07591], [-2.70071, -0.48826, 4.41352], [-0.90604, -1.90386, 5.37536], [0.77383, -2.89841, 3.90163], [-2.64224, 0.10882, 2.03908], [1.21118, -4.36317, 2.59857], [2.53882, -5.71834, 1.03888], [3.49923, -5.98395, -1.23726], [3.77627, -5.13763, -3.53727], [2.69072, -3.01860, -4.20720], [1.33084, -1.74833, -2.56916], [3.93831, 5.21086, -3.33936], [3.15090, 4.32440, -3.63892], [2.97004, 3.67317, -4.69791], [2.18034, 3.74310, -2.56454], [0.80026, 3.66535, -2.77462], [0.03710, 2.79201, -2.02968], [0.56670, 1.96007, -1.12929], [1.87909, 2.07205, -0.88265], [2.70486, 2.96138, -1.53644], [2.40916, 1.13918, 0.17941], [3.47974, 1.32791, 0.70597], [1.60023, 0.14630, 0.45290], [0.33360, 4.27414, -3.53786], [-1.03866, 2.72471, -2.15473], [3.75238, 3.01322, -1.27097], [2.65907, 0.11649, -3.77337], [1.39411, 0.31872, -4.46601], [1.56339, 0.80894, -5.83732], [0.26941, 1.34780, -6.40909], [-0.85173, 0.39740, -6.03256], [-0.91844, 0.31369, -4.58536], [-2.21654, 0.10495, -3.97823], [0.21391, 0.17330, -3.84725], [0.13155, -0.14440, -2.62707], [3.27070, 1.00911, -3.89236], [3.18253, -0.73289, -4.22132], [2.50115, -0.07247, -2.71874], [1.94599, -0.01275, -6.45379], [2.30963, 1.60275, -5.80074], [0.35608, 1.44343, -7.49052], [0.06550, 2.33415, -5.98880], [-0.66410, -0.59403, -6.46453], [-1.81750, 0.74856, -6.39491], [-2.92569, 0.81941, -4.39801], [-2.13747, 0.25877, -2.91019], [-2.58824, -0.90986, -4.15910], [1.55919, 0.96135, 3.47990], [0.35744, 1.71571, 3.29981], [-0.23357, 2.02479, 1.80120], [0.73583, 3.20937, 1.30003], [1.06806, 4.33372, 2.11949], [-1.43626, 2.99802, 2.31862], [-2.52009, 2.59334, 3.14161], [1.68437, 0.82863, 4.55324], [2.42128, 1.49327, 3.07424], [1.49253, -0.01175, 2.99842], [2.07694, 4.63708, 1.84735], [1.03084, 4.07249, 3.17644], [0.37079, 5.14656, 1.92217], [-2.92765, 3.49940, 3.58796], [-2.18452, 1.92483, 3.93493], [-3.30094, 2.10686, 2.55195]], "forces_ev_per_angstrom": [[-1.121, -1.033, -1.622], [-0.784, 0.275, -0.216], [-0.847, -0.017, -0.048], [0.356, 0.025, -0.011], [-0.078, -0.055, -0.029], [-0.090, 0.000, 0.020], [0.081, -0.053, 0.016], [0.126, 0.275, 0.120], [0.110, -0.136, -0.063], [-0.224, -0.028, 0.179], [-0.081, -0.135, -0.132], [0.114, -0.045, -0.069], [0.065, 0.104, -0.053], [-0.020, 0.020, -0.007], [0.028, 0.023, -0.006], [-0.001, -0.007, 0.011], [-0.019, 0.003, 0.012], [0.023, 0.005, 0.075], [-0.007, 0.002, -0.017], [-0.018, 0.046, 0.026], [-0.021, -0.050, -0.006], [0.001, 0.009, 0.047], [-0.011, -0.015, -0.080], [-0.316, 0.079, 0.032], [0.228, -0.098, 0.927], [-0.261, -0.212, -0.184], [0.138, -0.019, -0.254], [0.135, -0.139, 0.022], [-0.025, 0.067, 0.026], [-0.165, 0.247, -0.041], [0.042, -0.020, -0.035], [0.052, -0.102, 0.031], [-0.026, -0.020, 0.019], [-0.071, -0.041, 0.144], [0.226, -0.222, -0.117], [-0.241, -0.052, 0.223], [0.007, 0.035, -0.006], [-0.015, -0.013, 0.000], [-0.063, -0.082, -0.012], [0.087, 0.058, 0.015], [-0.012, 0.028, 0.008], [0.014, 0.006, 0.035], [0.029, 0.013, 0.007], [-0.010, -0.005, -0.012], [-0.055, 0.023, 0.005], [0.030, -0.089, -0.063], [0.096, 0.167, 0.164], [-0.588, -0.278, 0.091], [0.035, -0.045, -0.076], [0.318, -0.480, -0.441], [0.014, 0.140, 0.156], [-0.256, 0.160, 0.046], [0.875, 0.128, 0.076], [0.138, 0.144, -0.007], [-0.079, 0.132, 0.077], [0.862, 0.709, -0.143], [-0.132, -0.164, -0.031], [1.258, 0.177, 0.261], [-0.005, -0.056, -0.040], [0.022, -0.053, -0.054], [0.010, -0.063, -0.046], [0.053, 0.102, -0.055], [0.131, 0.114, 0.180], [-0.027, 0.100, -0.099], [-0.051, -0.087, 0.111], [0.189, 0.136, -0.096], [0.027, 0.040, 0.223], [0.023, -0.041, -0.009], [-0.275, -0.216, -0.169], [0.038, -0.146, 0.288], [0.007, 0.116, 0.020], [0.020, 0.049, 0.071], [0.018, 0.045, -0.012], [-0.005, 0.006, 0.036], [0.059, 0.048, 0.017], [0.013, 0.021, 0.000], [0.010, 0.012, -0.028], [-0.084, -0.009, -0.013], [0.012, -0.007, 0.020], [0.002, 0.003, 0.022], [-0.074, 0.024, 0.021], [0.005, 0.018, 0.024], [0.106, -0.064, 0.014], [-0.359, -0.089, -0.370], [0.510, 1.002, 1.218], [-0.075, -0.228, -0.016], [0.025, 0.060, 0.060], [-0.098, -0.320, -0.415], [-0.045, -0.006, 0.097], [-0.017, 0.010, -0.021], [-0.030, 0.025, -0.008], [-0.010, 0.004, -0.003], [-0.016, -0.009, -0.015], [0.016, -0.003, -0.007], [-0.003, -0.017, -0.015], [-0.006, -0.019, -0.014], [0.017, 0.016, -0.012], [0.018, 0.030, 0.007]]}